Version one
One molecule with the formula C20H28N4O2. Source: the Open Molecules 2025 dataset; level of theory: ωB97M-V with the def2-TZVPD basis set.

```
54
Properties=species:S:1:pos:R:3
C 6.063 2.277 0.853
C 6.148 0.760 0.696
N 5.018 0.242 -0.029
C 4.918 0.007 -1.379
C 6.056 0.186 -2.312
N 3.736 -0.395 -1.741
C 2.982 -0.431 -0.597
C 1.652 -0.780 -0.413
C 1.141 -0.712 0.876
C -0.275 -1.010 1.186
O -0.871 -0.561 2.155
N -0.894 -1.892 0.356
N -2.273 -2.060 0.498
C -3.052 -2.136 -0.613
O -2.569 -2.363 -1.706
C -4.537 -2.028 -0.342
C -4.969 -0.785 0.445
C -4.777 0.545 -0.294
C -3.303 0.911 -0.478
C -3.151 2.265 -1.168
C -3.859 3.359 -0.378
C -5.333 3.009 -0.214
C -5.483 1.661 0.484
C 1.944 -0.293 1.950
C 3.267 0.050 1.785
C 3.781 -0.023 0.500
H 6.918 2.643 1.413
H 5.153 2.551 1.382
H 6.050 2.761 -0.121
H 7.062 0.486 0.164
H 6.168 0.285 1.682
H 6.877 -0.483 -2.051
H 5.716 -0.047 -3.316
H 6.423 1.211 -2.287
H 1.056 -1.055 -1.268
H -0.557 -2.155 -0.561
H -2.589 -1.647 1.369
H -5.042 -2.050 -1.308
H -4.833 -2.920 0.215
H -4.448 -0.738 1.404
H -6.034 -0.898 0.668
H -5.240 0.463 -1.284
H -2.806 0.157 -1.089
H -2.810 0.946 0.497
H -2.090 2.503 -1.270
H -3.578 2.208 -2.172
H -3.756 4.318 -0.891
H -3.396 3.453 0.607
H -5.841 3.783 0.366
H -5.806 2.964 -1.198
H -6.544 1.420 0.593
H -5.051 1.725 1.485
H 1.484 -0.243 2.925
H 3.870 0.367 2.624
```

- Lowest unoccupied orbital energy: 0.69 eV
- E_HOMO: -8.605 eV
- SMILES string: CCn1c(C)nc2cc(C(=O)NNC(=O)CCC3CCCCC3)ccc21

Here are the Löwdin charges for atoms 1 to 4, given in e:
1 C -0.06
2 C -0.18
3 N 0.00
4 C -0.34


Version two
One molecule with the formula C20H28N4O2. Source: the Open Molecules 2025 dataset; level of theory: ωB97M-V with the def2-TZVPD basis set.

```
54
Properties=species:S:1:pos:R:3
C 0.416 -4.852 0.378
C -0.597 -3.786 0.150
C -0.996 -3.252 -1.006
C -0.492 -3.641 -2.364
C -2.014 -2.168 -0.917
O -2.677 -1.966 0.088
N -2.192 -1.444 -2.056
C -2.956 -0.222 -2.025
C -2.031 0.993 -1.811
N -1.178 0.839 -0.669
C -0.058 0.075 -0.698
N 0.736 -0.270 -1.644
C 1.844 -0.952 -0.984
C 1.609 -0.851 0.557
C 2.604 0.085 1.244
N 0.269 -0.330 0.558
C -0.654 0.141 1.546
C -1.649 0.976 0.703
C -1.665 2.466 1.112
C -0.280 3.045 1.126
C 0.388 3.263 2.324
C 1.689 3.732 2.341
C 2.351 3.988 1.148
O 3.636 4.439 1.113
C 1.688 3.783 -0.058
C 0.387 3.322 -0.063
H -0.072 -5.741 0.779
H 1.142 -4.518 1.119
H 0.949 -5.126 -0.528
H -1.070 -3.406 1.047
H 0.059 -4.575 -2.321
H -1.325 -3.770 -3.053
H 0.173 -2.872 -2.761
H -1.452 -1.469 -2.741
H -3.665 -0.314 -1.199
H -3.504 -0.108 -2.963
H -2.634 1.899 -1.698
H -1.373 1.103 -2.678
H 2.781 -0.471 -1.277
H 1.883 -1.996 -1.310
H 1.639 -1.839 1.034
H 3.612 -0.309 1.147
H 2.368 0.181 2.303
H 2.560 1.071 0.786
H -1.161 -0.701 2.034
H -0.162 0.754 2.310
H -2.661 0.567 0.799
H -2.293 3.010 0.403
H -2.118 2.546 2.102
H -0.115 3.074 3.262
H 2.194 3.897 3.284
H 3.970 4.541 2.012
H 2.210 3.990 -0.979
H -0.113 3.168 -1.006
```

- Lowest unoccupied orbital energy: 0.76 eV
- E_HOMO: -7.709 eV
- SMILES string: C/C=C(\C)C(=O)NCCN1C2=NC[C@@H](C)N2C[C@H]1Cc1ccc(O)cc1

Here are the Löwdin charges for atoms 1 to 4, given in e:
1 C -0.08
2 C -0.09
3 C -0.21
4 C -0.05


Quick one: most stable of them? version one


Version one
One molecule with the formula H3PS2. Source: the Open Molecules 2025 dataset; level of theory: ωB97M-V with the def2-TZVPD basis set.

```
6
Properties=species:S:1:pos:R:3
P -0.688 0.133 1.098
S 1.089 -0.043 -0.236
S 0.142 -0.400 -1.952
H -1.056 1.426 0.747
H 0.151 0.636 2.044
H 0.361 -1.751 -1.702
```

- Lowest unoccupied orbital energy: 0.46 eV
- E_HOMO: -8.957 eV
- SMILES string: PSS

Here are the Löwdin charges for atoms 1 to 4, given in e:
1 P 0.46
2 S -0.08
3 S 0.16
4 H -0.17


Version two
One molecule with the formula H3PS2. Source: the Open Molecules 2025 dataset; level of theory: ωB97M-V with the def2-TZVPD basis set.

```
6
Properties=species:S:1:pos:R:3
S 0.678 -0.671 1.545
P 0.563 -0.412 -0.583
S -1.388 0.388 -0.866
H 0.789 0.733 1.358
H 1.301 0.808 -0.850
H -1.943 -0.845 -0.603
```

- Lowest unoccupied orbital energy: 0.42 eV
- E_HOMO: -8.892 eV
- SMILES string: SPS

Here are the Löwdin charges for atoms 1 to 4, given in e:
1 S 0.20
2 P 0.07
3 S 0.20
4 H -0.17


Quick one: most stable of them? version two